Entry 1:
The following is a quantum chemistry calculation of a cluster of 2 separate species, C5H11O3 in total, from OMol25.

Values from the calculation:
- total charge = -1
- HOMO-LUMO gap (Ha) = 0.2376
- electronic energy (eV) = -11505.26449
- ΔE to the lowest compared entry with this formula, charge and spin (kcal per mole) = 64.6

```
19
Properties=species:S:1:pos:R:3:lowdin_charge:R:1
C -0.37 1.48 -1.59 -0.2148
O 0.40 1.17 -2.84 -0.1374
C 0.62 1.96 -0.53 -0.2139
C 0.50 1.37 0.90 -0.2845
C 0.17 -0.07 1.00 -0.1976
C -0.44 -0.73 2.01 -0.4721
O -0.63 -1.96 2.24 -0.1982
H -0.99 2.31 -1.90 0.1008
H -0.89 0.54 -1.44 0.1038
H 0.66 3.06 -0.49 0.0975
H 1.62 1.76 -0.91 0.0969
H 1.52 1.65 1.27 0.0892
H -0.14 2.02 1.52 0.0925
H 0.40 -0.47 0.00 0.0644
H 1.05 0.53 -2.52 0.0560
H -0.72 0.03 2.83 0.0951
H -1.05 -2.80 0.16 0.0149
H 0.33 -2.93 0.02 0.0248
O -0.43 -2.95 -0.59 -0.1176
```

Entry 2:
The following is a quantum chemistry calculation of a cluster of 2 separate species, CH4ClPS2 in total, from OMol25.

Values from the calculation:
- total charge = 0
- HOMO-LUMO gap (Ha) = 0.3055
- electronic energy (eV) = -44584.17601
- ΔE to the lowest compared entry with this formula, charge and spin (kcal per mole) = 29.2

```
9
Properties=species:S:1:pos:R:3:lowdin_charge:R:1
C -1.04 0.55 -0.12 -0.3268
P -2.60 -0.42 0.06 -0.1435
S -4.17 0.43 0.80 0.1921
S -2.52 -2.23 -0.71 0.1469
Cl 1.89 -1.95 0.78 0.2644
H -0.08 0.05 -0.45 0.0384
H -1.41 1.28 -0.86 0.0378
H -0.74 1.04 0.79 0.0355
H 0.80 -2.62 0.56 -0.2447
```

Entry 3:
The following is a quantum chemistry calculation of a cluster of 11 separate species, H24NO10 in total, from OMol25.

Values from the calculation:
- total charge = +1
- HOMO-LUMO gap (Ha) = 0.3811
- electronic energy (eV) = -22349.90586
- ΔE to the lowest compared entry with this formula, charge and spin (kcal per mole) = 20.5

```
35
Properties=species:S:1:pos:R:3:lowdin_charge:R:1
N -9.28 7.11 -7.17 0.2759
H -8.33 7.04 -6.83 0.0680
H -9.90 7.32 -6.40 0.0660
H -9.56 6.29 -7.68 0.0624
H -9.23 7.95 -7.73 0.0775
O -8.39 9.83 -6.91 -0.0397
H -8.04 10.50 -7.49 0.0751
H -9.12 10.25 -6.46 0.0243
O -9.55 5.66 -9.54 -0.0294
H -9.62 5.87 -10.47 0.0568
H -9.01 4.87 -9.51 0.0624
O -9.79 7.06 -4.30 -0.0281
H -10.75 6.99 -4.22 0.0394
H -9.54 7.69 -3.63 0.0564
O -5.42 5.27 -5.17 -0.0419
H -5.78 5.16 -4.29 0.0329
H -6.18 5.47 -5.71 -0.0197
O -11.35 5.25 -6.28 -0.0264
H -12.20 5.27 -6.72 0.0753
H -11.52 4.84 -5.44 0.0655
O -6.58 6.87 -7.49 -0.0287
H -5.77 7.27 -7.16 0.0692
H -6.36 6.60 -8.38 0.0678
O -6.82 9.04 -4.66 -0.0405
H -7.43 9.19 -5.39 -0.0308
H -7.38 8.78 -3.93 0.0176
O -10.92 9.65 -5.82 -0.0285
H -11.63 10.26 -6.01 0.0660
H -11.32 8.98 -5.27 0.0324
O -8.64 4.45 -6.16 -0.0341
H -9.57 4.65 -6.10 -0.0246
H -8.34 4.41 -5.26 0.0418
O -10.84 8.93 -9.19 -0.0405
H -11.11 9.77 -9.58 0.0480
H -10.67 8.36 -9.94 0.0320
```

Entry 4:
The following is a quantum chemistry calculation of a cluster of 2 separate species, C4H8BrN3 in total, from OMol25.

Values from the calculation:
- total charge = 0
- HOMO-LUMO gap (Ha) = 0.3260
- electronic energy (eV) = -78786.06306
- ΔE to the lowest compared entry with this formula, charge and spin (kcal per mole) = 56.4

```
16
Properties=species:S:1:pos:R:3:lowdin_charge:R:1
C 0.65 1.07 -0.68 -0.6039
C -0.34 -1.74 -1.77 -0.0796
C 0.57 2.03 1.52 -0.0946
C -0.52 -1.22 -0.45 -0.1951
N -1.32 -1.37 1.79 0.0550
N 0.12 1.89 0.07 -0.0571
N -0.95 -1.36 0.63 -0.1165
Br 2.36 0.01 -0.47 0.5610
H -0.62 -0.88 -2.41 0.0920
H 0.70 -2.10 -1.69 0.0758
H -0.97 -2.53 -1.99 0.0582
H 0.08 2.93 1.92 0.0722
H 1.65 2.23 1.48 0.0581
H 0.42 1.00 1.92 0.0746
H 0.26 0.77 -1.71 0.0638
H -2.09 -0.75 1.84 0.0362
```